Entry from the Open Molecules 2025 dataset: a cluster of 19 separate species, C76H209N19O19 in total in a non-equilibrium geometry (ωB97M-V/def2-TZVPD).

CARTESIAN COORDINATES (ANGSTROEM)
1 C 3.30924 -3.60136 -0.77019
2 C 2.82887 -3.39136 0.66976
3 C 1.32470 -3.80056 0.94652
4 O 0.46298 -3.14011 0.05673
5 C -0.92638 -3.18895 0.24193
6 N 3.75189 -4.07242 1.58863
7 H 2.61645 -3.10850 -1.45226
8 H 3.36468 -4.62377 -1.14398
9 H 4.22766 -3.09373 -1.06500
10 H 2.88581 -2.31062 0.79957
11 H 1.08218 -3.49488 1.96429
12 H 1.10166 -4.85449 0.78044
13 H -1.32216 -4.20190 0.16862
14 H -1.46634 -2.76549 -0.60497
15 H -1.39316 -2.78412 1.13988
16 H 3.53016 -3.78012 2.52964
17 H 4.64951 -3.68322 1.33781
18 C 2.26507 -3.37173 -5.88914
19 C 1.02513 -3.69489 -6.80157
20 C 1.33441 -3.35273 -8.26532
21 O 1.56206 -1.97486 -8.58292
22 C 0.56814 -0.98912 -8.34856
23 N 0.74828 -5.12788 -6.66959
24 H 2.52000 -2.34361 -6.14619
25 H 3.08621 -4.08087 -5.99387
26 H 2.04896 -3.45087 -4.82371
27 H 0.16442 -3.08884 -6.51877
28 H 0.52728 -3.65176 -8.93407
29 H 2.16453 -3.99472 -8.56000
30 H 0.38930 -0.76493 -7.29697
31 H -0.39520 -1.22359 -8.80143
32 H 0.91491 -0.07120 -8.82319
33 H -0.01831 -5.37952 -7.27715
34 H 0.48734 -5.33321 -5.71574
35 C -6.36379 -7.74889 2.47768
36 C -6.09625 -8.85666 1.37541
37 C -4.57993 -8.95484 1.01332
38 O -4.12414 -7.70900 0.41984
39 C -2.70825 -7.53114 0.43549
40 N -6.46688 -10.13062 1.94221
41 H -6.17507 -6.75772 2.06532
42 H -5.81799 -7.88339 3.41156
43 H -7.43655 -7.70005 2.66455
44 H -6.59756 -8.64411 0.43116
45 H -4.36128 -9.74784 0.29818
46 H -3.93971 -9.27966 1.83350
47 H -2.50880 -6.57282 -0.04403
48 H -2.23395 -8.30210 -0.17176
49 H -2.40772 -7.67465 1.47337
50 H -5.89938 -10.22910 2.77187
51 H -6.08549 -10.84842 1.34271
52 C -0.29633 -0.18189 -2.41415
53 C -0.12316 0.29796 -3.89302
54 C -1.49981 0.75132 -4.43391
55 O -2.40545 -0.35335 -4.73282
56 C -2.01949 -1.40417 -5.50612
57 N 0.67912 1.53225 -3.88938
58 H 0.67840 -0.43044 -1.99436
59 H -0.97909 -1.02679 -2.32412
60 H -0.71762 0.63078 -1.82238
61 H 0.37388 -0.46399 -4.49341
62 H -1.36905 1.34327 -5.33977
63 H -1.97080 1.45111 -3.74359
64 H -1.78052 -1.19281 -6.54838
65 H -2.68044 -2.27078 -5.49084
66 H -1.13732 -1.79345 -4.99784
67 H 1.47499 1.36565 -3.29027
68 H 0.22665 2.21088 -3.29370
69 C 4.68899 -0.95936 -4.43233
70 C 3.88788 0.31263 -4.91607
71 C 3.90403 1.47514 -3.87326
72 O 3.15169 1.09977 -2.68044
73 C 3.32295 2.02051 -1.61111
74 N 4.48668 0.84079 -6.17991
75 H 4.44140 -1.79198 -5.09078
76 H 4.25033 -1.30161 -3.49502
77 H 5.75503 -0.74252 -4.36427
78 H 2.84027 0.04000 -5.04373
79 H 3.48863 2.40203 -4.26876
80 H 4.95111 1.64196 -3.62054
81 H 2.68578 1.79754 -0.75531
82 H 2.87046 2.97934 -1.86408
83 H 4.32748 2.13638 -1.20420
84 H 5.48232 0.99382 -6.10656
85 H 4.39658 0.16692 -6.92684
86 C 1.51914 -8.16473 -4.13253
87 C 2.11363 -6.72505 -4.03217
88 C 1.29519 -5.68182 -3.26197
89 O 0.10641 -5.29985 -3.93101
90 C -0.78141 -4.43506 -3.22748
91 N 3.38545 -6.90076 -3.38625
92 H 0.52019 -8.14994 -4.56839
93 H 1.48769 -8.75632 -3.21757
94 H 2.13030 -8.75896 -4.81185
95 H 2.25628 -6.32153 -5.03463
96 H 1.78860 -4.73848 -3.02800
97 H 1.11862 -6.10533 -2.27326
98 H -1.55294 -4.02149 -3.87696
99 H -0.22425 -3.53130 -2.98072
100 H -1.23667 -4.83942 -2.32342
101 H 3.98974 -7.34563 -4.06230
102 H 3.72854 -5.95110 -3.36269
103 C 4.38505 -11.70423 -2.51530
104 C 5.78367 -11.52580 -1.97514
105 C 6.81763 -11.56495 -3.12616
106 O 8.09474 -11.39940 -2.57435
107 C 9.12237 -11.32491 -3.60790
108 N 5.87764 -10.31062 -1.25323
109 H 4.34713 -12.42165 -3.33503
110 H 3.99461 -10.73341 -2.82052
111 H 3.75222 -11.99312 -1.67615
112 H 6.01515 -12.27149 -1.21456
113 H 6.64707 -10.64581 -3.68669
114 H 6.75222 -12.44897 -3.76045
115 H 9.28096 -12.27602 -4.11617
116 H 10.07770 -11.05063 -3.16046
117 H 8.85755 -10.58447 -4.36270
118 H 6.87832 -10.18007 -1.21191
119 H 5.51858 -9.67772 -1.95367
120 C -2.65506 -4.22582 -9.19328
121 C -2.07447 -5.65853 -9.41988
122 C -2.56673 -6.68772 -8.32450
123 O -2.08688 -6.22234 -7.08458
124 C -2.52372 -7.17759 -6.05720
125 N -2.32586 -6.08246 -10.80897
126 H -2.23771 -3.58739 -9.97195
127 H -2.47048 -3.80615 -8.20439
128 H -3.70638 -4.10563 -9.45479
129 H -0.98514 -5.63056 -9.39434
130 H -2.31744 -7.71567 -8.58767
131 H -3.65399 -6.68957 -8.24720
132 H -3.54007 -7.52936 -6.23439
133 H -2.52049 -6.69906 -5.07786
134 H -1.81422 -8.00434 -6.09158
135 H -2.07558 -5.37993 -11.49009
136 H -1.82641 -6.91973 -11.07284
137 C 7.31634 -8.31208 -5.36591
138 C 6.01580 -8.40348 -6.15517
139 C 5.35853 -9.78376 -6.09685
140 O 6.31379 -10.75848 -6.44214
141 C 5.67001 -12.04343 -6.52861
142 N 5.26902 -7.22507 -5.74461
143 H 7.77643 -7.32506 -5.41286
144 H 8.13603 -8.90876 -5.76614
145 H 7.24561 -8.55058 -4.30468
146 H 6.27580 -8.23559 -7.20030
147 H 4.42125 -9.84907 -6.64943
148 H 5.03604 -10.05970 -5.09288
149 H 4.93753 -12.00980 -7.33511
150 H 5.17998 -12.20969 -5.56927
151 H 6.43404 -12.79123 -6.74108
152 H 5.86805 -6.47483 -6.05828
153 H 4.50212 -7.18850 -6.40085
154 C 8.60212 -2.95237 1.53877
155 C 7.19484 -2.59027 1.20969
156 C 7.06647 -1.63917 -0.02300
157 O 7.90809 -2.00558 -1.13681
158 C 7.82935 -1.00489 -2.12480
159 N 6.50838 -3.82356 0.87481
160 H 8.98044 -3.81913 0.99682
161 H 8.75247 -3.09905 2.60834
162 H 9.27710 -2.14839 1.24533
163 H 6.73772 -2.17532 2.10799
164 H 7.34277 -0.61274 0.21824
165 H 6.04165 -1.57418 -0.38858
166 H 8.57900 -0.29180 -1.78182
167 H 6.90100 -0.45379 -2.27504
168 H 8.12712 -1.42771 -3.08431
169 H 6.90102 -4.15730 0.00615
170 H 6.55288 -4.51454 1.61011
171 C -0.60333 -16.96745 -0.14165
172 C 0.80021 -16.43629 -0.08378
173 C 0.95215 -15.11997 0.69256
174 O 0.23547 -14.03555 0.07294
175 C 0.35261 -12.83885 0.82350
176 N 1.57528 -17.49919 0.52212
177 H -0.94901 -17.10805 0.88248
178 H -0.59065 -17.93611 -0.64127
179 H -1.30574 -16.30600 -0.64880
180 H 1.18345 -16.23199 -1.08352
181 H 2.02313 -14.95023 0.80346
182 H 0.57394 -15.31467 1.69613
183 H 0.16538 -11.91560 0.27516
184 H 1.35548 -12.60774 1.18257
185 H -0.25717 -12.84316 1.72696
186 H 1.56296 -18.24043 -0.16381
187 H 2.53447 -17.23233 0.69193
188 C -0.69837 -11.95127 -3.22815
189 C -2.15923 -11.45307 -3.65348
190 C -2.17437 -9.96547 -3.99024
191 O -3.38155 -9.32086 -4.19280
192 C -4.21822 -9.20685 -2.99471
193 N -2.52261 -12.19143 -4.83084
194 H -0.65742 -12.93329 -2.75691
195 H -0.24200 -11.29253 -2.48930
196 H -0.05568 -12.06544 -4.10109
197 H -2.87254 -11.71281 -2.87129
198 H -1.56954 -9.74775 -4.87050
199 H -1.70332 -9.40830 -3.18043
200 H -5.18800 -8.84896 -3.34042
201 H -3.97879 -8.43176 -2.26670
202 H -4.31932 -10.14144 -2.44297
203 H -2.69156 -13.11306 -4.45379
204 H -3.33917 -11.78150 -5.26129
205 C 1.22935 -8.27772 -8.08252
206 C 2.45935 -7.60797 -8.64444
207 C 2.13744 -6.77435 -9.92462
208 O 3.30817 -6.03479 -10.17924
209 C 3.28407 -5.39121 -11.49164
210 N 2.97907 -6.68577 -7.65084
211 H 0.61098 -8.80989 -8.80538
212 H 0.65371 -7.67869 -7.37691
213 H 1.57438 -9.07099 -7.41936
214 H 3.21993 -8.36708 -8.82709
215 H 1.36924 -6.00467 -9.85012
216 H 1.94141 -7.42705 -10.77530
217 H 3.10980 -6.16505 -12.23923
218 H 4.23349 -4.86494 -11.59042
219 H 2.50069 -4.63344 -11.50566
220 H 2.10067 -6.25781 -7.39519
221 H 3.40157 -5.90437 -8.13147
222 C 2.41454 -8.97308 -0.40783
223 C 2.11413 -7.72902 0.37993
224 C 1.41002 -8.10773 1.70671
225 O 0.19752 -8.80399 1.51507
226 C -0.54271 -9.19144 2.71220
227 N 3.41066 -7.06364 0.56759
228 H 3.19704 -9.63184 -0.03125
229 H 2.72990 -8.63601 -1.39527
230 H 1.52649 -9.59403 -0.52570
231 H 1.51376 -7.00680 -0.17330
232 H 1.32357 -7.23687 2.35651
233 H 2.12991 -8.73680 2.23026
234 H 0.06630 -9.71043 3.45237
235 H -1.34393 -9.81716 2.31900
236 H -1.09776 -8.42712 3.25610
237 H 3.34486 -6.08313 0.80073
238 H 3.94587 -7.07865 -0.28881
239 C 4.29289 -15.01521 -8.49226
240 C 2.98539 -15.87546 -8.57876
241 C 1.62487 -15.11840 -8.31978
242 O 1.75725 -14.40082 -7.09344
243 C 0.67152 -13.56711 -6.78905
244 N 2.92455 -16.41857 -9.95486
245 H 4.48119 -14.53872 -7.53018
246 H 4.35865 -14.23029 -9.24570
247 H 5.23642 -15.51745 -8.70583
248 H 3.14667 -16.74708 -7.94445
249 H 0.77646 -15.80264 -8.33061
250 H 1.53439 -14.35932 -9.09677
251 H -0.25526 -14.12827 -6.90863
252 H 0.75083 -12.66618 -7.39744
253 H 0.68901 -13.21516 -5.75758
254 H 2.43855 -17.30300 -9.91388
255 H 3.84135 -16.76187 -10.20332
256 C -6.57706 -0.66193 -2.42959
257 C -5.47000 -1.59916 -1.91363
258 C -5.36756 -2.85583 -2.81709
259 O -4.54625 -3.71558 -2.07100
260 C -4.37008 -4.98330 -2.73797
261 N -4.22565 -0.83505 -1.74088
262 H -6.43032 -0.41789 -3.48174
263 H -6.57940 0.24313 -1.82218
264 H -7.62469 -0.95448 -2.35897
265 H -5.62480 -1.98150 -0.90469
266 H -4.95696 -2.60230 -3.79445
267 H -6.33126 -3.30217 -3.06237
268 H -3.71856 -5.60507 -2.12396
269 H -3.87092 -4.82568 -3.69405
270 H -5.22768 -5.65330 -2.79892
271 H -3.57281 -1.51387 -1.37604
272 H -3.79361 -0.57459 -2.61585
273 C -1.76091 -14.37029 -9.46563
274 C -2.91233 -13.69402 -8.64547
275 C -3.31197 -12.25853 -9.08582
276 O -2.31813 -11.20121 -9.04325
277 C -2.21725 -10.51085 -7.79837
278 N -4.02282 -14.66244 -8.47682
279 H -2.03659 -14.36118 -10.52015
280 H -1.53497 -15.41187 -9.23722
281 H -0.81767 -13.82677 -9.41092
282 H -2.65448 -13.48929 -7.60637
283 H -4.18291 -12.00578 -8.48110
284 H -3.69055 -12.17436 -10.10449
285 H -1.60400 -9.62132 -7.65429
286 H -1.79332 -11.18986 -7.05855
287 H -3.21260 -10.36756 -7.37783
288 H -3.78498 -15.55322 -8.06446
289 H -4.74303 -14.34772 -7.84252
290 C -5.64306 -2.11417 -7.19762
291 C -6.58025 -1.90568 -8.42510
292 C -6.04558 -0.90965 -9.47816
293 O -7.20919 -0.42752 -10.21575
294 C -6.77960 0.10165 -11.43918
295 N -6.60911 -3.20687 -9.08672
296 H -5.21802 -1.14070 -6.95307
297 H -4.77967 -2.73552 -7.43546
298 H -6.17218 -2.54952 -6.34992
299 H -7.54800 -1.57828 -8.04513
300 H -5.26803 -1.40625 -10.05858
301 H -5.59796 -0.03361 -9.00883
302 H -7.67321 0.51703 -11.90504
303 H -6.33676 -0.64204 -12.10168
304 H -6.06296 0.91648 -11.33629
305 H -7.24489 -3.32030 -9.86326
306 H -6.99937 -3.78751 -8.35825
307 C 6.18744 -4.94861 -2.54289
308 C 7.53692 -4.99881 -3.32137
309 C 7.36199 -4.08019 -4.60268
310 O 6.60350 -4.73912 -5.61643
311 C 6.49915 -4.04125 -6.86264
312 N 8.69083 -4.67617 -2.52194
313 H 6.07533 -3.98907 -2.03810
314 H 6.07210 -5.84969 -1.94053
315 H 5.39227 -5.01735 -3.28523
316 H 7.61101 -6.01442 -3.71015
317 H 8.33244 -3.83943 -5.03670
318 H 6.93409 -3.10639 -4.36453
319 H 5.89895 -4.72718 -7.46044
320 H 7.47283 -3.80453 -7.29161
321 H 5.95855 -3.09488 -6.87842
322 H 8.58929 -5.15561 -1.63881
323 H 8.72198 -3.69119 -2.30068

frontier orbital gap	0.3229	hartree
ΔE to the lowest compared entry with this formula, charge and spin	528.7	kJ/mol

Atomic partial charges in e from the Löwdin method, atoms 1 to 99:
1 C -0.058
2 C -0.381
3 C -0.160
4 O -0.198
5 C -0.115
6 N 0.033
7 H 0.062
8 H 0.061
9 H 0.047
10 H 0.127
11 H 0.122
12 H 0.112
13 H 0.068
14 H 0.064
15 H 0.092
16 H 0.073
17 H 0.012
18 C -0.013
19 C -0.359
20 C -0.172
21 O -0.184
22 C -0.099
23 N 0.060
24 H 0.060
25 H 0.077
26 H 0.062
27 H 0.113
28 H 0.110
29 H 0.112
30 H 0.063
31 H 0.081
32 H 0.091
33 H 0.054
34 H 0.047
35 C -0.044
36 C -0.403
37 C -0.193
38 O -0.221
39 C -0.084
40 N 0.023
41 H 0.067
42 H 0.075
43 H 0.068
44 H 0.136
45 H 0.107
46 H 0.109
47 H 0.075
48 H 0.081
49 H 0.069
50 H 0.067
51 H 0.064
52 C -0.036
53 C -0.393
54 C -0.142
55 O -0.199
56 C -0.154
57 N 0.049
58 H 0.071
59 H 0.053
60 H 0.082
61 H 0.114
62 H 0.117
63 H 0.125
64 H 0.079
65 H 0.083
66 H 0.059
67 H 0.014
68 H 0.071
69 C -0.049
70 C -0.367
71 C -0.166
72 O -0.248
73 C -0.110
74 N 0.038
75 H 0.043
76 H 0.069
77 H 0.059
78 H 0.114
79 H 0.121
80 H 0.116
81 H 0.085
82 H 0.087
83 H 0.088
84 H 0.062
85 H 0.062
86 C -0.021
87 C -0.406
88 C -0.176
89 O -0.221
90 C -0.063
91 N 0.064
92 H 0.056
93 H 0.057
94 H 0.064
95 H 0.099
96 H 0.096
97 H 0.118
98 H 0.076
99 H 0.081